No. 1
Here is a molecular structure, C28H32N6NiS in a non-equilibrium geometry from the OMol25 dataset. Energies are from ωB97M-V/def2-TZVPD.

## Properties
E_LUMO (spin up / spin down) in eV: -0.56 / -0.56
Gap between HOMO and LUMO (spin up / spin down) in eV: 6.12 / 6.08
Spin multiplicity: 1

```
68
Properties=species:S:1:pos:R:3:forces:R:3:lowdin_charge:R:1
Ni 0.463190 0.123192 -0.029467 0.78 0.60 -0.58 0.501
C -1.168987 2.633351 -2.256465 0.09 0.05 -0.04 -0.207
C -1.816535 1.441425 -2.952713 -0.06 -0.02 -0.03 -0.177
C -1.716613 0.110842 -2.205116 -0.01 -0.04 0.02 -0.230
N -0.363249 -0.250356 -1.822362 0.01 0.06 0.53 -0.008
C 0.399715 -0.886492 -2.685029 0.05 -0.12 0.06 -0.208
C 0.005843 -1.164780 -4.019749 -0.03 0.08 -0.02 -0.027
C 0.681809 -1.729052 -5.080899 0.05 -0.06 -0.05 -0.092
C 1.970231 -2.240049 -5.175606 -0.05 0.04 0.08 -0.121
C 2.861048 -2.334490 -4.121911 0.01 -0.01 -0.05 -0.095
C 2.722900 -1.985870 -2.789764 0.02 -0.05 0.01 -0.028
C 1.660644 -1.382096 -2.080543 -0.06 0.05 -0.07 -0.215
N 1.694163 -1.208663 -0.775695 -0.29 0.48 0.46 -0.018
C 2.814654 -1.732214 -0.025410 0.05 -0.02 0.02 -0.233
C 2.630168 -1.546612 1.469545 0.04 -0.03 0.03 -0.180
C 2.752196 -0.093702 1.891840 0.06 -0.06 0.02 -0.233
N 1.636180 0.698618 1.425795 -0.28 -0.32 -0.53 -0.018
C 1.551503 1.961962 1.790449 -0.08 0.06 -0.05 -0.213
C 2.562258 2.599060 2.544205 0.00 -0.02 0.06 -0.027
C 2.637976 3.865155 3.097630 0.04 0.04 0.02 -0.094
C 1.720725 4.899791 3.112877 -0.07 -0.07 -0.06 -0.120
C 0.464470 4.855679 2.521545 0.06 0.03 0.06 -0.090
C -0.150678 3.873862 1.772767 0.00 0.04 -0.04 -0.026
C 0.291245 2.599241 1.335719 0.02 -0.10 0.05 -0.205
N -0.425376 1.815166 0.555339 0.06 -0.46 -0.06 -0.012
C -1.782542 2.205565 0.215434 -0.02 -0.03 0.01 -0.229
C -1.882227 3.127812 -1.002768 -0.04 0.01 0.05 -0.176
H -1.131896 3.459494 -2.971398 -0.01 0.00 0.01 0.109
H -0.129258 2.396373 -2.015602 -0.01 -0.02 0.01 0.103
H -1.351029 1.321183 -3.934509 0.01 0.01 0.01 0.103
H -2.876097 1.653352 -3.136334 0.00 0.00 0.01 0.116
H -2.171121 -0.680034 -2.812625 0.04 0.02 0.00 0.109
H -2.313917 0.133383 -1.298451 -0.01 0.03 0.03 0.084
H -0.989679 -0.834148 -4.275479 0.02 0.01 -0.01 0.080
H 0.102486 -1.762994 -5.998924 0.01 -0.01 0.00 0.103
H 2.294759 -2.600722 -6.142350 0.00 0.00 -0.01 0.091
H 3.827795 -2.765309 -4.364751 -0.01 0.00 -0.01 0.103
H 3.593764 -2.211686 -2.192076 -0.01 0.01 0.00 0.081
H 3.751267 -1.234944 -0.323186 -0.02 -0.01 0.01 0.123
H 2.946838 -2.798412 -0.251502 -0.05 0.02 0.02 0.122
H 3.405063 -2.119418 1.985507 0.01 0.01 -0.01 0.114
H 1.666312 -1.954585 1.786014 -0.02 0.03 -0.03 0.102
H 3.704771 0.298235 1.501333 -0.03 0.00 0.01 0.123
H 2.817813 -0.031448 2.986127 -0.04 -0.02 -0.03 0.123
H 3.438888 1.994754 2.725170 0.00 0.00 -0.01 0.081
H 3.572718 4.063560 3.613651 -0.01 0.01 0.00 0.104
H 1.997219 5.807487 3.632151 0.00 0.01 0.00 0.092
H -0.141063 5.747049 2.655056 0.01 0.01 0.01 0.104
H -1.134012 4.154771 1.427292 0.01 0.01 -0.01 0.080
H -2.270631 2.681860 1.073566 0.03 0.01 -0.04 0.110
H -2.350391 1.293760 0.054002 0.00 -0.03 -0.03 0.084
H -1.465809 4.101245 -0.732155 0.02 0.01 -0.01 0.102
H -2.942051 3.296712 -1.224263 -0.01 -0.02 0.01 0.116
N -4.051990 -4.912058 2.645306 -0.07 -0.01 0.05 0.082
C -3.575310 -3.846855 3.307397 0.27 0.03 -0.25 -0.824
S -3.935743 -3.572353 4.883696 -0.06 -0.01 0.11 0.684
C -2.662347 -2.946593 2.511232 -0.18 -0.10 0.17 -0.216
C -2.275395 -1.722340 3.045763 0.00 0.02 -0.07 -0.028
C -1.442865 -0.899829 2.307761 -0.01 -0.14 -0.10 -0.097
N -0.989025 -1.232368 1.101733 -0.23 -0.17 0.10 0.045
C -1.345486 -2.404098 0.587045 0.01 0.14 0.15 -0.110
C -2.176687 -3.289875 1.251862 0.04 -0.01 -0.03 -0.007
H -4.657791 -5.547067 3.136704 0.00 0.02 0.02 0.098
H -3.882081 -5.070774 1.669863 0.00 0.04 -0.03 0.087
H -2.626225 -1.425972 4.022920 -0.02 -0.02 0.02 0.079
H -1.114535 0.063828 2.681225 -0.01 0.02 0.03 0.114
H -0.937582 -2.629435 -0.392282 -0.01 -0.03 -0.03 0.112
H -2.394388 -4.230071 0.763865 -0.03 -0.03 0.05 0.103
```
Positions in Å, forces in eV/Å.

***

No. 2
Here is C4H8N2O2 in the gas phase in a non-equilibrium geometry from the OMol25 dataset. Energies are from ωB97M-V/def2-TZVPD.

## Properties
E_LUMO in eV: 0.80
SMILES: C=C(C)[N@@H+]1O[C@@]1(N)[O-]
ΔE to the lowest compared entry with this formula, charge and spin in kcal/mol: 100.7
Gap between HOMO and LUMO in eV: 9.33
Spin multiplicity: 1

```
16
Properties=species:S:1:pos:R:3:forces:R:3:lowdin_charge:R:1
C 1.053163 -1.179761 -1.675939 0.08 -0.18 0.10 0.051
C 0.733396 -0.637496 -0.505739 0.59 0.71 0.21 -0.347
C 0.654698 -1.366239 0.797608 -0.05 0.10 -0.05 -0.035
N 0.474078 0.762422 -0.457928 -0.46 -1.99 -0.60 -0.022
O 0.456361 1.476892 0.773875 -1.49 0.44 -1.63 -0.027
C -0.983267 1.592014 0.119191 0.45 1.50 1.54 -0.577
N -1.855693 0.955608 0.981614 0.07 -0.28 -0.12 0.160
O -1.292930 2.420908 -0.699693 0.31 -0.32 0.42 0.071
H 1.294427 -2.227905 -1.744954 -0.16 -0.11 0.02 0.058
H 1.124645 -0.603581 -2.583238 0.02 0.18 -0.11 0.058
H 1.093058 -2.356433 0.698739 -0.03 0.01 -0.04 0.082
H -0.386501 -1.472230 1.107134 0.02 0.01 0.06 0.078
H 1.188767 -0.811120 1.568940 -0.03 -0.05 0.01 0.083
H 0.647398 1.289535 -1.311458 0.41 0.21 0.56 0.161
H -1.462143 0.708823 1.876051 0.06 0.01 -0.08 0.095
H -2.739459 1.448566 1.055797 0.21 -0.24 -0.28 0.112
```
Positions in Å, forces in eV/Å.

***

No. 3
Here is 2 unconnected molecules or ions with the total composition C4H7NO in a non-equilibrium geometry from the OMol25 dataset. Energies are from ωB97M-V/def2-TZVPD.

## Properties
E_LUMO in eV: 0.19
ΔE to the lowest compared entry with this formula, charge and spin in kcal/mol: 106.5
Gap between HOMO and LUMO in eV: 9.43
Spin multiplicity: 1

```
13
Properties=species:S:1:pos:R:3:forces:R:3:lowdin_charge:R:1
C 0.330710 -0.941735 1.299142 0.18 -0.09 -0.11 -0.064
C -0.245210 -0.588808 -0.065032 0.07 -0.30 -0.04 -0.353
C -0.172331 0.879364 -0.525160 -0.19 -0.34 -1.54 -0.250
O -0.306098 1.729329 0.587115 -0.68 0.24 -0.80 -0.035
C 0.236030 -1.194550 -1.349738 -0.58 0.54 -0.81 -0.173
N 0.011838 -0.824218 -2.443930 0.83 -1.42 0.44 0.107
H 0.255867 -2.022168 1.444676 0.07 0.11 0.05 0.080
H 1.378245 -0.646341 1.382680 -0.05 -0.03 0.00 0.084
H -0.228709 -0.448943 2.103061 0.09 -0.05 -0.36 0.083
H -1.295218 -0.900330 -0.100714 0.10 0.08 0.21 0.144
H -0.700457 0.504968 -1.872244 -0.42 2.05 2.76 0.183
H 0.680654 1.183021 -1.105707 0.97 -0.36 0.38 0.088
H 0.337189 2.456458 0.546440 -0.39 -0.44 -0.18 0.105
```
Positions in Å, forces in eV/Å.

***

No. 4
Here is C3H5NO2 in the gas phase from the OMol25 dataset. Energies are from ωB97M-V/def2-TZVPD.

## Properties
E_LUMO in eV: 0.25
ΔE to the lowest compared entry with this formula, charge and spin in kcal/mol: 103.6
Gap between HOMO and LUMO in eV: 9.32
Spin multiplicity: 1

```
11
Properties=species:S:1:pos:R:3:forces:R:3:lowdin_charge:R:1
N 1.557169 1.267778 -0.183460 -0.24 -0.27 0.09 0.191
C 0.619425 0.485251 0.095884 0.34 0.23 -0.19 -0.526
O -0.666130 0.983033 0.358360 -0.22 0.17 -0.11 -0.106
C -1.186913 2.008923 -0.286044 0.37 -0.16 -0.02 0.110
C -0.536559 -1.591713 0.281897 -0.23 -0.16 0.03 -0.035
O 0.680689 -0.835705 0.248333 0.08 0.21 0.05 -0.021
H 2.421360 0.756270 -0.345309 -0.07 0.03 0.00 0.081
H -0.414710 2.306390 -1.041039 -0.13 -0.02 0.14 0.012
H -1.244307 -1.165184 0.992852 0.10 -0.13 -0.05 0.095
H -0.238836 -2.592261 0.591309 -0.07 0.11 -0.07 0.097
H -0.991189 -1.622779 -0.712787 0.07 -0.01 0.13 0.101
```
Positions in Å, forces in eV/Å.

***

No. 5
Here is C4H7NO in the gas phase in a non-equilibrium geometry from the OMol25 dataset. Energies are from ωB97M-V/def2-TZVPD.

## Properties
E_LUMO in eV: 0.58
SMILES: C[C@H](C#N)CO
ΔE to the lowest compared entry with this formula, charge and spin in kcal/mol: 40.8
Gap between HOMO and LUMO in eV: 11.38
Spin multiplicity: 1

```
13
Properties=species:S:1:pos:R:3:forces:R:3:lowdin_charge:R:1
C 0.949392 -1.372587 -0.350336 -0.20 0.00 0.08 -0.062
C 0.352292 0.058129 -0.432604 -0.17 0.11 0.07 -0.281
C 1.212443 0.977312 0.334395 0.42 0.78 0.66 -0.251
N 1.608643 1.751354 1.097938 0.13 -0.74 -0.81 0.165
C -0.995106 0.520987 0.320475 0.50 0.10 0.16 -0.229
O -2.293799 0.126126 -0.058918 0.11 -0.22 -0.57 -0.054
H 1.995412 -1.359983 -0.694564 -0.36 0.18 0.09 0.083
H 0.964288 -1.754120 0.675165 -0.14 0.10 -0.11 0.083
H 0.426893 -2.089504 -0.989624 -0.16 0.23 0.16 0.077
H 0.380414 0.367010 -1.487255 -0.30 0.06 0.27 0.140
H -0.936990 1.610847 0.242412 0.01 -0.14 0.19 0.113
H -0.820921 0.239529 1.365567 -0.06 0.05 -0.04 0.122
H -2.842962 0.924899 -0.022651 0.23 -0.52 -0.14 0.094
```
Positions in Å, forces in eV/Å.

***

No. 6
Here is C5H4N2O2 in the gas phase in a non-equilibrium geometry from the OMol25 dataset. Energies are from ωB97M-V/def2-TZVPD.

## Properties
E_LUMO in eV: -1.84
SMILES: CN(O)C(=O)C#CC#N
ΔE to the lowest compared entry with this formula, charge and spin in kcal/mol: 157.3
Gap between HOMO and LUMO in eV: 8.17
Spin multiplicity: 1

```
13
Properties=species:S:1:pos:R:3:forces:R:3:lowdin_charge:R:1
C -1.800536 0.817768 -1.151289 -2.53 -5.20 -1.35 -0.124
N -0.643198 1.391507 -0.638552 -0.65 0.38 3.51 -0.165
O -1.136577 2.583786 -0.144981 -1.17 1.38 -1.29 -0.002
C 0.051895 0.800741 0.542898 0.95 2.68 -3.71 -0.350
O 0.588621 1.609415 1.285937 -0.84 -2.13 0.27 0.124
C 0.430643 -0.504590 0.111789 2.65 -4.43 -0.42 0.113
C 0.941514 -1.580118 -0.277042 -2.48 3.40 2.13 0.030
C 1.204964 -2.899046 0.013716 2.64 -6.83 3.22 -0.203
N 1.530933 -3.971895 0.527156 -2.16 6.56 -3.56 0.159
H -2.217219 1.348983 -1.982653 0.32 0.78 -0.42 0.063
H -1.344040 -0.167142 -1.676203 -1.86 1.59 1.40 0.131
H -2.859012 0.665007 -0.444751 3.51 0.14 -1.38 0.171
H -0.381113 2.861725 0.315307 1.62 1.68 1.61 0.052
```
Positions in Å, forces in eV/Å.